C34H47LuN6O5S3 as an isolated structure at a distorted geometry, computed with ωB97M-V/def2-TZVPD.

CARTESIAN COORDINATES (ANGSTROEM)
H -20.013 -0.007 5.467
O -20.643 1.262 8.420
H -16.567 -4.515 10.729
O -20.721 -2.934 6.940
C -16.595 -5.857 1.640
N -18.592 -4.507 2.951
H -18.707 -4.593 12.761
C -23.644 -1.966 11.001
H -22.937 -2.523 9.229
S -17.843 -0.886 10.767
C -13.953 -2.116 10.168
C -23.146 -1.025 7.011
H -22.657 -1.883 15.819
C -21.213 -5.196 6.254
H -24.486 -1.510 11.509
O -20.239 -0.908 8.907
H -13.618 -2.612 11.111
N -22.756 -0.934 5.602
H -19.316 -6.824 9.542
C -24.505 -1.605 7.330
H -18.798 -5.071 2.120
H -22.193 -7.086 2.693
H -18.359 0.574 5.237
S -16.099 -2.820 8.646
H -23.452 -5.913 2.319
C -16.217 -1.209 10.926
C -15.503 -2.043 9.980
C -18.787 0.115 7.295
H -23.545 -1.554 13.474
N -18.684 -4.267 10.680
H -16.704 0.865 7.191
H -19.472 1.641 6.071
N -23.792 -2.183 9.675
C -20.369 -3.333 12.256
H -25.804 -2.058 9.078
C -17.487 -5.109 10.592
H -23.699 -7.217 3.553
C -19.196 0.587 5.914
C -21.825 -6.070 5.347
C -17.622 1.001 7.766
H -17.925 2.070 7.735
C -22.592 -1.953 13.133
H -18.559 -7.064 7.940
H -14.939 -1.359 12.769
C -24.836 -1.551 8.847
H -22.999 -3.764 3.089
S -17.186 -4.006 5.189
C -19.980 0.230 8.269
H -17.520 -6.405 1.412
C -23.000 -6.493 3.143
N -16.558 -5.502 3.042
C -21.539 -2.140 14.010
H -19.518 -3.015 14.198
H -21.546 -0.563 15.487
H -21.876 -7.167 5.515
H -20.904 -2.095 16.106
C -20.468 -5.725 7.350
H -17.514 -1.502 6.893
H -16.511 -5.001 0.966
H -24.616 -2.644 6.999
C -20.397 -2.788 13.540
H -22.344 -1.594 7.516
H -13.442 -2.584 9.300
C -22.553 -4.178 4.035
H -25.315 -1.029 6.811
C -21.660 -1.661 15.444
H -23.076 0.012 7.420
H -24.996 -0.500 9.183
H -15.744 -6.540 1.433
H -20.734 -6.781 7.543
C -22.414 -1.913 4.769
O -18.386 -1.324 7.318
N -19.488 -5.222 8.027
H -17.478 -5.806 11.461
H -22.851 -0.020 5.166
H -16.720 -6.681 9.347
C -21.360 -3.050 11.254
Lu -19.372 -2.867 8.764
C -22.095 -3.274 5.017
H -16.240 -0.185 12.783
H -13.584 -1.097 10.292
C -22.516 -2.325 11.778
C -17.424 -5.843 9.265
C -17.447 -4.684 3.633
H -16.996 -5.152 8.526
C -15.482 -0.606 12.149
H -22.266 -1.580 3.729
O -21.115 -3.212 9.997
H -15.790 -5.838 3.590
C -19.197 -4.119 11.869
H -14.769 0.153 11.873
C -18.764 -6.315 8.723
C -21.312 -3.756 6.171
C -22.458 -5.584 4.199
H -17.422 0.720 8.814
H -19.367 -3.947 3.357

Cartesian forces (eV/Å) of the 6 atoms listed first:
H 0.21 0.32 0.34
O 1.17 -1.03 -0.61
H -0.49 0.13 -0.24
O 0.14 -0.03 0.89
C 0.27 -0.89 -0.10
N -1.10 0.55 -0.41

Summary:
* 2S+1: 1
* E_HOMO (alpha / beta): -4.84 / -6.04 eV
* total energy: -121328.340 eV
* lowest unoccupied orbital energy (alpha / beta): -1.12 / -1.12 eV
* charge: 0
* relative energy (zero: lowest compared OMol25 entry of this formula, charge and spin): 0.0000 eV


C34H48BF3N10O4PS2SbTi as an isolated structure, computed with ωB97M-V/def2-TZVPD.

CARTESIAN COORDINATES (ANGSTROEM)
C 3.375 -4.215 -0.967
N -4.439 8.042 0.233
F -2.630 -6.135 -3.761
H -3.921 -0.954 2.222
H 2.296 0.062 -3.142
H -2.010 2.161 2.713
C -0.020 0.050 -5.634
H 5.732 2.817 -1.662
C 0.502 0.003 -4.339
H 2.754 4.384 -2.489
H -0.657 -5.264 -0.519
H -3.923 0.201 -2.024
C -2.755 3.464 -3.750
H 2.395 -4.666 -0.821
H -2.729 6.042 1.397
H -5.218 8.145 -2.171
C -1.906 2.366 -3.700
H 0.441 0.263 -7.733
H 1.555 0.254 0.940
C 4.854 2.361 -1.238
H 5.318 -3.675 0.990
H -3.988 5.115 -0.987
P -1.579 -2.295 1.282
H -1.731 -3.991 -0.710
H 5.451 1.086 0.454
H -0.925 2.445 -4.153
Sb -0.841 -0.280 -2.756
C -1.689 2.137 1.672
H -5.016 6.470 -2.515
F 2.992 0.514 -7.525
H -4.486 -1.985 3.436
C 1.876 0.120 -4.139
C -1.939 3.512 1.037
C -2.315 1.186 -3.082
H 4.137 -4.952 -0.730
C -0.642 -3.875 1.073
N -0.272 1.710 1.583
N -0.792 -4.263 -0.367
C -1.564 -2.240 -3.115
C -3.619 5.485 1.090
C -4.437 7.042 -0.643
H 4.967 -1.220 2.194
H -3.527 -2.045 -2.232
O -3.477 0.548 1.390
B 2.789 0.315 1.046
H -4.178 -4.382 -2.693
C -3.379 3.986 1.282
H 4.201 3.793 -3.326
C 2.704 1.917 -1.003
C -3.195 -4.015 -2.955
N -4.898 7.238 -1.873
C -3.998 3.345 -3.166
S 1.362 -1.706 -1.036
H 3.487 -3.902 -2.003
H -2.054 -1.623 3.606
C -3.588 1.100 -2.521
C -4.448 2.184 -2.569
C 4.709 1.508 -0.201
H -0.364 -5.135 -4.467
H -5.449 2.139 -2.159
H 3.015 0.726 2.144
Ti 0.001 0.157 -0.081
H -3.639 3.765 2.320
N 3.274 -1.128 0.862
C 3.271 3.497 -2.850
C 2.726 0.290 -5.219
H -4.841 8.936 0.000
N 3.541 -3.073 -0.073
S 0.988 2.018 -1.268
H -1.696 3.476 -0.030
O -1.867 0.650 -0.159
H -1.078 -4.663 1.686
F -4.814 4.428 -3.152
C 4.569 -2.916 0.840
H 0.291 -2.772 -4.086
C -2.823 -2.697 -2.728
H -1.085 -0.054 -5.810
N -3.894 -1.922 2.605
O -0.566 -1.148 1.357
C 4.396 -1.709 1.424
H -2.466 4.385 -4.238
N -3.964 5.841 -0.289
H 0.415 -3.781 1.310
C -1.025 -4.446 -3.957
N 3.360 1.230 -0.061
C 0.820 0.226 -6.721
H -1.246 4.217 1.504
H -0.120 -3.741 -0.949
H -4.089 3.416 0.675
C -0.675 -3.121 -3.737
H 3.799 0.366 -5.100
C 2.180 0.345 -6.493
H 0.338 2.504 1.411
H -2.489 -3.317 3.348
C -2.480 -2.327 2.894
H -4.021 7.955 1.142
H 2.649 2.968 -3.570
H 0.027 1.294 2.461
C -2.285 -4.870 -3.562
O -2.619 -2.335 0.222
C -2.456 1.038 0.953
C 2.768 -1.978 -0.034
H -4.444 5.787 1.737
N 3.590 2.609 -1.732
H -4.285 -2.510 1.862

Cartesian forces (eV/Å) of the 6 atoms listed first:
C 0.01 0.00 0.01
N 0.00 0.00 -0.02
F -0.01 0.01 -0.01
H 0.01 0.00 0.02
H -0.01 0.00 -0.01
H -0.01 0.00 0.00

Summary:
* 2S+1: 1
* E_HOMO: -17.24 eV
* total energy: -128544.323 eV
* lowest unoccupied orbital energy: -10.25 eV
* charge: +4
* relative energy (zero: lowest compared OMol25 entry of this formula, charge and spin): 0.0041 eV


C34H48O14S4 as an isolated structure at a distorted geometry, computed with ωB97M-V/def2-TZVPD.

CARTESIAN COORDINATES (ANGSTROEM)
H -16.213 -13.111 -4.537
C -15.999 -6.945 4.701
C -13.085 -9.092 1.675
C -13.910 -16.707 -5.315
O -17.348 -11.666 -1.791
H -15.202 -8.769 4.081
H -13.535 -15.784 -5.760
C -12.212 -11.378 5.308
H -11.398 -10.800 5.729
H -13.392 -17.551 -5.766
O -18.906 -11.638 0.097
H -13.252 -9.660 4.664
H -15.581 -14.227 -0.041
O -13.498 -16.790 -3.921
C -15.845 -8.884 6.163
C -12.154 -12.759 5.383
S -13.552 -15.493 -3.048
H -13.620 -8.334 -5.894
O -10.840 -8.902 0.397
O -15.378 -6.775 0.347
C -17.676 -14.569 0.256
C -13.260 -5.764 -3.723
H -13.216 -11.242 -2.694
O -15.614 -4.733 1.655
H -17.395 -13.986 -8.514
H -11.344 -13.241 5.915
C -13.286 -10.740 4.714
O -11.364 -11.075 1.453
H -15.212 -11.026 3.724
H -17.131 -6.237 7.823
H -12.649 -3.430 1.271
C -12.094 -14.638 -3.605
S -15.100 -5.392 0.302
C -13.188 -13.511 4.850
H -13.376 -8.184 1.157
H -15.698 -16.866 -6.513
O -12.525 -10.279 -0.542
H -16.619 -5.099 5.636
C -12.742 -8.481 -3.949
H -12.284 -5.952 -1.787
H -13.209 -14.580 5.019
H -15.698 -6.414 3.807
C -14.782 -3.616 1.928
O -15.463 -4.606 -0.812
H -15.079 -13.414 3.812
C -18.920 -14.185 -7.034
H -14.956 -2.769 1.259
H -19.674 -14.462 -7.760
C -16.372 -13.889 0.631
S -11.787 -9.895 0.794
H -15.703 -17.814 -4.974
H -12.438 -9.512 -4.080
C -16.401 -8.090 7.152
C -17.624 -13.925 -7.456
H -16.507 -8.525 8.142
O -13.561 -5.169 0.635
C -13.320 -7.795 -5.003
H -11.311 -14.881 -2.883
C -15.407 -16.885 -5.467
C -12.614 -6.431 -2.700
C -12.391 -7.800 -2.805
H -14.767 -10.735 -2.086
C -13.367 -4.151 1.643
H -17.629 -15.607 -0.052
C -13.985 -11.484 -1.956
C -16.751 -6.765 6.958
H -18.439 -14.463 1.034
H -13.979 -5.915 -5.757
C -14.211 -12.870 4.168
H -12.285 -13.572 -3.562
H -15.502 -9.902 6.274
C -13.594 -6.435 -4.890
H -11.744 -15.049 -4.545
C -16.650 -13.583 -6.527
C -15.701 -8.279 4.911
O -18.179 -13.771 -0.834
C -19.241 -14.109 -5.687
H -14.948 -3.308 2.954
H -12.726 -12.292 -0.431
H -18.483 -13.659 -3.692
H -20.255 -14.350 -5.391
H -11.912 -8.267 -1.955
C -16.994 -13.490 -5.181
S -17.837 -12.242 -0.602
H -14.123 -11.453 0.231
H -12.993 -4.670 2.527
H -12.612 -8.837 2.624
C -18.284 -13.735 -4.754
H -16.170 -14.026 1.686
O -14.666 -14.678 -3.422
H -15.942 -16.124 -4.901
H -15.685 -13.235 -6.873
C -14.340 -11.485 4.172
C -16.515 -6.173 5.732
O -13.412 -15.929 -1.718
H -13.916 -9.776 1.813
O -16.587 -12.500 0.361
H -13.488 -4.704 -3.695
C -13.390 -11.433 -0.578
H -14.385 -12.456 -2.245

Cartesian forces (eV/Å) of the 6 atoms listed first:
H -0.26 -0.23 0.42
C 0.15 0.72 0.42
C 0.54 0.01 0.40
C -0.15 -0.42 -0.20
O 0.04 0.16 -0.67
H -0.20 -0.33 0.13

Summary:
* 2S+1: 1
* E_HOMO: -8.88 eV
* total energy: -108039.140 eV
* lowest unoccupied orbital energy: 0.40 eV
* charge: 0


C34H49MnN4SbSi3 as an isolated structure, computed with ωB97M-V/def2-TZVPD.

CARTESIAN COORDINATES (ANGSTROEM)
H 0.664 3.846 0.328
C 0.648 -2.028 0.348
H 1.562 -3.800 -0.452
H 1.554 -0.554 3.144
H 2.580 3.668 -3.389
H 1.423 -4.714 -2.182
C -4.679 0.262 3.195
H -3.373 -1.670 1.077
C 4.692 0.668 -2.217
H -1.082 -0.919 -3.923
H -1.883 -2.491 -3.734
H 5.288 -0.176 -1.886
H 4.383 2.052 1.664
H 0.247 3.394 -1.343
H -5.540 0.035 3.809
H -0.305 4.922 -0.667
C -2.336 0.548 2.870
H 0.844 -4.396 -3.806
C -0.125 3.868 -0.430
Sb -1.034 0.184 -1.171
H 1.985 4.456 5.447
Si 0.273 -2.450 -2.448
H -3.538 -2.803 -1.937
C -4.833 0.587 1.860
C 2.938 2.250 -1.823
C 2.006 3.799 4.592
H -3.127 4.447 -1.384
H 4.117 3.850 3.887
H -0.487 -4.659 1.375
H -2.080 -2.266 2.114
H 4.362 0.167 0.360
C 1.582 -1.302 2.356
Mn 0.498 1.208 1.435
H -2.474 -4.141 -2.379
C -0.414 -1.955 -0.719
C -0.915 -1.994 -3.828
C -2.970 -3.643 -1.545
C 1.883 -1.548 -2.767
H -1.871 -5.475 0.654
C 3.687 1.165 -1.392
H -3.688 -4.357 -1.126
H 2.228 -1.784 -3.778
C 3.105 3.485 3.791
C -2.565 0.873 1.521
H -1.323 0.540 3.256
N 0.693 -1.138 1.363
H -3.371 3.688 1.895
C -3.043 -0.205 -1.827
H -2.631 2.971 -2.218
C 4.931 1.236 -3.460
Si -1.737 3.072 0.129
N 1.288 2.362 2.999
H -0.097 3.076 4.426
C -3.390 0.248 3.708
H 2.850 -0.447 -0.281
C 3.296 1.967 1.735
C 0.922 3.092 4.067
H -3.404 -3.341 1.656
H -3.047 -0.757 -2.765
H -5.824 0.622 1.419
C 3.406 0.473 -0.081
H 3.196 -2.388 3.238
C 2.504 -2.317 2.411
C -1.449 1.287 0.620
H 2.675 -1.841 -2.074
H 4.353 2.759 -4.861
C 2.509 -3.224 1.358
H -0.465 -2.334 -4.766
H -1.717 3.794 2.516
C 0.590 -4.291 -2.746
H -3.213 0.005 4.749
H -3.929 2.908 -1.014
C 2.632 2.615 2.808
H 3.217 -4.042 1.335
C -2.351 3.991 1.647
C 1.584 -3.080 0.348
N -3.823 0.891 1.043
Si -1.788 -3.171 -0.163
H -3.604 -0.730 -1.058
H 1.762 -0.464 -2.708
C -2.970 3.371 -1.257
C 4.168 2.314 -3.891
H -2.349 5.071 1.474
C 3.175 2.822 -3.067
H -0.388 -5.285 -0.277
H 2.169 2.657 -1.179
H 5.716 0.838 -4.091
C -2.752 -2.538 1.297
H -0.286 -4.912 -2.564
N 2.636 1.252 0.884
C -1.042 -4.792 0.443
H -3.510 0.766 -1.973

Cartesian forces (eV/Å) of the 6 atoms listed first:
H 0.01 -0.03 0.02
C 0.06 0.01 0.06
H 0.00 -0.01 -0.02
H 0.01 0.01 0.03
H 0.01 -0.01 0.01
H -0.02 0.00 -0.04

Summary:
* 2S+1: 6
* E_HOMO (alpha / beta): -7.48 / -7.73 eV
* total energy: -103508.057 eV
* lowest unoccupied orbital energy (alpha / beta): 0.37 / 0.23 eV
* charge: 0
* relative energy (zero: lowest compared OMol25 entry of this formula, charge and spin): 0.1056 eV


C34H49N4O2PPtS3 as an isolated structure at a distorted geometry, computed with ωB97M-V/def2-TZVPD.

CARTESIAN COORDINATES (ANGSTROEM)
H 0.684 -1.746 -5.195
C -4.172 1.858 0.944
C -1.824 -0.596 -4.861
C -6.299 -1.715 -0.566
C 2.368 -1.891 3.276
C 3.095 -1.654 1.941
H 3.649 3.337 3.225
H -6.353 4.994 0.611
H -2.223 -4.170 1.578
C -5.536 -0.964 0.313
C -0.575 -0.008 -5.519
H -0.569 2.022 -1.975
C -5.733 4.113 0.709
H 2.432 2.351 -0.257
H 5.803 1.949 2.871
C -5.119 2.130 1.917
P 2.782 0.140 1.447
C 4.594 1.328 -2.647
S -1.257 3.237 2.670
H 5.021 -1.557 2.953
H -0.887 0.588 -6.380
C -4.759 3.842 -0.245
H 5.702 0.254 2.396
H 2.510 -3.573 1.155
H -2.394 -1.170 -5.592
Pt 0.433 0.615 1.177
H -0.147 -1.725 -6.756
H -1.947 -2.735 0.555
C 5.269 1.240 2.233
C 3.781 1.281 2.588
C 2.415 -2.521 0.874
H -0.474 1.893 -4.488
H 1.433 -1.331 3.318
H -5.956 -0.630 1.255
C 3.537 0.512 -0.181
C 0.129 0.990 -4.577
C -3.973 2.707 -0.130
C 3.693 2.141 -1.971
N 0.953 -0.636 -2.919
H 2.846 -2.385 -0.114
C -0.037 1.091 -2.069
H 5.163 -1.845 1.218
H 1.354 -2.279 0.804
C 3.574 0.867 4.045
H -7.318 -1.973 -0.309
H -1.551 -1.274 -4.050
H 2.514 0.758 4.284
H -2.685 -2.424 4.268
H 3.986 1.638 4.699
H -4.615 4.516 -1.079
C -2.202 -3.081 1.556
H 4.091 -0.063 4.277
O -0.887 -1.020 2.629
C -4.237 -0.627 -0.036
C 4.955 0.110 -2.097
H 4.741 -1.252 -0.483
C 0.364 -1.110 -6.016
H 4.609 -3.131 2.286
S -3.193 0.349 1.085
N 0.322 0.508 -3.217
C 3.266 2.715 2.413
H -3.163 -2.672 1.862
C -3.687 -1.044 -1.235
H 5.442 1.525 1.196
H -6.654 3.487 2.544
C 3.165 1.733 -0.757
S -0.890 -2.518 2.675
N 0.961 -0.732 -1.643
H -2.473 0.190 -4.464
N 0.362 0.326 -1.083
H -4.032 -2.128 -3.051
C -5.759 -2.132 -1.776
C 4.438 -0.293 -0.874
H -5.231 1.470 2.770
H 1.102 1.263 -4.989
C -5.909 3.264 1.792
H 5.652 -0.535 -2.617
H 2.976 -1.608 4.133
H -6.358 -2.720 -2.459
H 2.178 2.754 2.443
H -1.100 -2.674 5.044
H -1.894 -4.038 4.215
H 2.139 -2.954 3.374
C -4.454 -1.800 -2.110
H 1.251 -0.680 -6.484
C -0.242 2.375 1.882
C -1.739 -2.959 4.211
H -2.666 -0.768 -1.470
H 3.399 3.095 -2.392
O -1.941 0.570 0.292
C 4.562 -2.055 2.100
H 5.014 1.645 -3.593
H 3.608 3.151 1.476
H -3.202 2.477 -0.855

Cartesian forces (eV/Å) of the 6 atoms listed first:
H 0.04 -0.07 0.04
C 0.12 -0.14 0.11
C 0.06 0.11 -0.11
C 0.00 0.01 0.03
C -0.02 -0.05 0.05
C -0.09 0.21 -0.08

Summary:
* 2S+1: 2
* E_HOMO (alpha / beta): -9.62 / -10.16 eV
* total energy: -91141.447 eV
* lowest unoccupied orbital energy (alpha / beta): -2.35 / -2.81 eV
* charge: +1
* relative energy (zero: lowest compared OMol25 entry of this formula, charge and spin): 0.6539 eV